A cluster of 10 separate species, C33H43N9O6S in total in a non-equilibrium geometry. Source: OMol25; level of theory: the ωB97M-V functional and the def2-TZVPD basis.

Properties
Energy relative to the best compared isomer or geometry (same formula, charge and spin), eV: 3.587
HOMO energy, eV: -3.1
Frontier orbital gap, Eh: 0.2665
LUMO energy, eV: 4.19
F_max, eV Å⁻¹: 17.87

```
! wB97M-V def2-TZVPD RIJCOSX def2/J DEFGRID3
* xyz -2 1
S 35.154 0.902 0.357
O 33.828 0.687 1.030
O 35.701 2.185 0.618
O 36.029 -0.075 0.913
O 34.939 0.727 -1.064
N 36.006 2.214 -3.738
C 37.407 2.422 -4.023
C 37.530 3.100 -5.340
C 36.028 3.487 -5.718
C 35.161 2.808 -4.695
H 35.558 1.784 -2.714
H 38.318 2.070 -3.390
H 38.465 3.345 -5.834
H 35.867 3.887 -6.487
H 33.953 2.761 -4.395
N 32.314 -2.067 1.488
C 32.175 -2.815 2.696
C 31.038 -3.810 2.408
C 30.709 -3.791 1.027
C 31.456 -2.603 0.484
H 32.897 -1.200 1.376
H 32.786 -2.889 3.728
H 30.944 -4.643 3.336
H 30.065 -4.504 0.433
H 31.412 -2.043 -0.452
N 31.484 1.447 2.014
C 31.456 1.658 3.432
C 30.018 1.928 3.782
C 29.179 1.745 2.587
C 30.199 1.574 1.450
H 32.439 1.243 1.390
H 32.229 1.796 4.008
H 29.560 1.874 4.641
H 28.115 1.770 2.650
H 30.040 1.535 0.327
N 33.350 -0.533 -3.563
C 33.757 -1.153 -4.757
C 32.503 -1.310 -5.597
C 31.306 -0.923 -4.678
C 31.992 -0.459 -3.399
H 34.011 -0.144 -2.886
H 34.786 -1.486 -5.123
H 32.352 -1.592 -6.570
H 30.216 -0.850 -5.023
H 31.743 -0.131 -2.415
N 35.701 5.117 -2.983
C 35.838 5.365 -1.661
C 35.698 6.840 -1.302
C 35.500 7.391 -2.752
C 35.424 6.179 -3.607
H 35.961 4.189 -3.305
H 35.968 4.447 -0.904
H 35.751 7.582 -0.595
H 35.284 8.447 -3.035
H 35.249 6.096 -4.782
N 38.343 2.292 -0.668
C 39.244 1.221 -0.729
C 40.497 1.901 -1.312
C 40.262 3.414 -1.262
C 38.768 3.613 -0.991
H 37.363 2.036 -0.265
H 38.870 0.324 -0.364
H 41.402 1.346 -1.470
H 40.902 4.345 -1.413
H 38.179 4.487 -0.779
N 35.627 4.194 2.449
C 36.583 5.184 2.832
C 36.085 5.767 4.118
C 34.971 4.952 4.608
C 34.615 4.001 3.381
H 35.662 3.543 1.484
H 37.517 5.291 2.244
H 36.649 6.587 4.588
H 34.353 5.135 5.571
H 33.865 3.185 3.204
N 36.709 -2.586 2.597
C 35.835 -3.476 3.238
C 36.696 -4.167 4.253
C 38.066 -3.488 4.187
C 37.949 -2.547 3.151
H 36.446 -1.839 1.801
H 34.857 -3.661 2.959
H 36.516 -5.168 4.716
H 38.841 -3.638 4.830
H 38.595 -1.734 2.985
C 32.842 3.416 -1.400
N 31.742 4.323 -1.724
O 31.426 5.110 -0.808
O 31.392 4.466 -2.912
H 32.439 2.537 -1.746
H 33.145 3.246 -0.230
H 33.591 3.482 -1.870
*
```

=====

A structure of composition C33H44As2IrN6OSe2. Source: OMol25; level of theory: the ωB97M-V functional and the def2-TZVPD basis.

Properties
Energy relative to the best compared isomer or geometry (same formula, charge and spin), eV: 0.000
HOMO energy, eV: -16.0
Frontier orbital gap, Eh: 0.3074
LUMO energy, eV: -7.59
F_max, eV Å⁻¹: 0.67

```
! wB97M-V def2-TZVPD RIJCOSX def2/J DEFGRID3
* xyz 3 1
Ir -0.358 0.461 -0.260
C -1.375 -0.268 3.407
As -0.093 0.400 2.122
C 0.343 2.098 2.967
C 1.499 -0.580 2.573
C 1.694 -1.204 3.803
C 2.928 -1.772 4.088
C 3.963 -1.699 3.161
C 3.767 -1.072 1.939
C 2.522 -0.522 1.641
As 2.125 0.392 -0.016
C 3.479 -0.450 -1.144
C 3.055 2.065 0.318
H -0.973 -0.018 4.387
H -1.499 -1.345 3.313
H -2.338 0.223 3.294
H 0.989 1.860 3.810
H -0.555 2.593 3.328
H 0.862 2.757 2.279
H 0.906 -1.256 4.542
H 3.087 -2.261 5.040
H 4.928 -2.128 3.396
H 4.589 -1.021 1.237
H 4.428 0.006 -0.866
H 3.341 -0.292 -2.208
H 3.530 -1.517 -0.937
H 3.953 1.805 0.877
H 2.449 2.748 0.905
H 3.312 2.528 -0.629
Se -3.127 2.741 -1.775
Se -3.202 1.092 -3.318
C -1.328 0.709 -3.582
C -1.047 0.658 -4.942
C 0.221 0.354 -5.400
C 1.180 0.116 -4.439
C 0.815 0.193 -3.113
N -0.402 0.479 -2.622
C -3.510 1.469 -0.373
C -4.847 1.383 -0.013
C -5.267 0.442 0.909
C -4.315 -0.409 1.436
C -3.006 -0.267 1.027
N -2.556 0.674 0.167
H -1.844 0.876 -5.639
H 0.442 0.324 -6.458
H 2.204 -0.116 -4.697
H 1.561 0.000 -2.377
H -5.554 2.056 -0.478
H -6.311 0.361 1.183
H -4.572 -1.188 2.140
H -2.277 -0.979 1.365
C -1.111 6.169 0.206
N -0.507 4.905 -0.196
C 0.414 4.738 -1.302
C 0.632 3.242 -1.285
O 1.343 2.636 -2.048
N -0.119 2.678 -0.252
C -0.793 3.710 0.307
N -1.674 3.579 1.303
H -0.544 6.977 -0.249
H -1.055 6.296 1.287
H -2.147 6.241 -0.130
H 1.351 5.277 -1.159
H -0.028 5.049 -2.251
H -2.008 2.662 1.540
H -2.210 4.371 1.619
C 1.383 -5.322 -0.386
N 1.771 -3.875 -0.398
C 1.703 -3.342 -1.790
C 1.027 -2.989 0.619
C -0.398 -2.761 0.226
C -1.255 -3.856 0.396
C -2.460 -3.952 -0.279
C -2.765 -2.953 -1.187
C -1.977 -1.811 -1.252
C -0.825 -1.604 -0.477
H 2.101 -5.863 -0.997
H 0.387 -5.418 -0.804
H 1.410 -5.689 0.637
H 2.746 -3.847 -0.097
H 0.662 -3.349 -2.102
H 2.299 -3.984 -2.433
H 2.085 -2.325 -1.804
H 1.594 -2.069 0.627
H 1.161 -3.498 1.575
H -0.939 -4.672 1.037
H -3.108 -4.807 -0.140
H -3.648 -3.026 -1.809
H -2.314 -1.020 -1.911
*
```

=====

A structure of composition C33H44Br45ClO5P2 in a non-equilibrium geometry. Source: OMol25; level of theory: the ωB97M-V functional and the def2-TZVPD basis.

Properties
Energy relative to the best compared isomer or geometry (same formula, charge and spin), eV: 14.016
HOMO energy, eV: -8.8
Frontier orbital gap, Eh: 0.2530
LUMO energy, eV: -1.94
F_max, eV Å⁻¹: 8.39

```
! wB97M-V def2-TZVPD RIJCOSX def2/J DEFGRID3
* xyz 0 1
C 6.185 -4.483 3.967
C 5.857 -2.865 3.916
C 4.393 -2.524 3.185
C 4.310 -0.879 3.118
C 2.827 -0.284 2.748
C 1.728 -0.391 3.988
C 0.254 -0.583 3.288
C -0.937 0.356 3.906
C -1.840 -0.332 5.084
C -2.266 -1.892 4.827
C -3.173 -2.378 3.716
C -3.868 -1.332 2.664
C -3.684 -1.709 1.079
C -2.094 -1.812 0.595
Cl -4.683 -3.187 0.518
C -3.379 -4.037 3.682
O -4.545 -4.643 3.441
C -1.988 -4.897 4.037
P -1.412 -6.465 3.115
P 0.700 -6.189 2.474
O 1.549 -7.544 2.642
O 0.810 -5.632 0.793
O 1.543 -4.983 3.421
C -1.098 -4.417 5.169
C -1.629 -3.008 5.898
O -1.544 -2.765 7.210
H 7.107 -4.712 4.683
H 5.224 -5.024 4.420
H 6.411 -4.837 2.873
H 6.700 -2.250 3.368
H 5.820 -2.473 5.031
H 3.569 -2.999 3.869
H 4.395 -3.048 2.125
H 5.027 -0.559 2.219
H 4.736 -0.341 4.069
H 2.472 -0.841 1.767
H 2.941 0.863 2.507
H 1.803 0.524 4.729
H 2.015 -1.392 4.570
H 0.386 -0.245 2.151
H 0.028 -1.729 3.254
H -1.569 0.804 3.017
H -0.394 1.293 4.407
H -1.291 -0.193 6.124
H -2.837 0.320 5.164
H -3.507 -0.224 2.801
H -5.038 -1.324 2.885
H -4.124 -0.784 0.466
H -1.658 -2.891 0.734
H -2.108 -1.525 -0.563
H -1.463 -0.974 1.125
H -2.114 -6.606 1.840
H 0.903 -4.627 0.836
H 1.147 -4.070 3.300
H -0.117 -4.958 5.509
C -2.289 4.550 5.059
Br -1.057 3.862 6.398
Br -1.366 5.093 3.436
Br -3.729 3.295 4.688
H -2.750 5.449 5.481
C -3.826 -1.335 -3.995
Br -3.708 -3.242 -3.630
Br -4.353 -0.327 -2.417
Br -2.185 -0.646 -4.780
H -4.618 -1.201 -4.740
C -6.440 -7.497 2.191
Br -7.947 -8.526 2.865
Br -4.739 -8.340 2.617
Br -6.608 -7.128 0.288
H -6.456 -6.531 2.707
C -5.535 0.045 -7.951
Br -5.417 -1.862 -7.586
Br -6.062 1.053 -6.373
Br -3.894 0.734 -8.735
H -6.327 0.179 -8.695
C -0.119 1.926 -7.700
Br 1.216 2.421 -9.026
Br 0.686 1.093 -6.137
Br -1.250 3.433 -7.214
H -0.768 1.176 -8.163
C -2.498 7.116 -4.957
Br -1.265 6.428 -3.619
Br -1.575 7.659 -6.581
Br -3.937 5.861 -5.329
H -2.959 8.015 -4.535
C 4.786 3.244 4.052
Br 4.065 3.459 2.258
Br 3.445 2.584 5.297
Br 6.388 2.141 4.061
H 5.082 4.240 4.399
C -0.126 6.446 -10.788
Br -1.040 4.732 -10.890
Br 1.412 6.377 -9.599
Br 0.352 7.118 -12.551
H -0.833 7.161 -10.355
C 6.809 1.398 0.292
Br 8.075 0.141 1.069
Br 7.673 2.618 -0.954
Br 5.292 0.489 -0.519
H 6.416 2.005 1.114
C 2.609 -9.672 -0.098
Br 3.875 -10.929 0.679
Br 3.473 -8.452 -1.344
Br 1.092 -10.581 -0.909
H 2.216 -9.065 0.724
C -7.935 1.704 -11.244
Br -7.817 -0.203 -10.879
Br -8.462 2.712 -9.666
Br -6.294 2.393 -12.029
H -8.727 1.838 -11.989
C -1.170 8.654 -0.027
Br 0.095 7.398 0.751
Br -0.307 9.874 -1.272
Br -2.687 7.745 -0.837
H -1.563 9.261 0.795
C -1.128 7.637 8.365
Br -2.635 6.608 9.039
Br 0.572 6.795 8.792
Br -1.296 8.006 6.463
H -1.145 8.603 8.881
C 2.164 5.232 -5.602
Br 2.770 6.742 -6.668
Br 0.397 4.624 -6.145
Br 3.459 3.780 -5.601
H 2.077 5.584 -4.569
C 8.857 -1.819 -2.727
Br 7.425 -0.803 -3.564
Br 8.240 -2.777 -1.151
Br 9.739 -3.003 -3.994
H 9.607 -1.096 -2.389
*
```